Entry 1:
{
  "formula": "C3H6N2O",
  "method": "ωB97M-V/def2-TZVPD",
  "total_energy_ha": -302.593578,
  "total_charge": 0,
  "relative_energy_kj_mol": 261.3,
  "homo_energy_ev": -8.1,
  "smiles": "NC=C=NCO",
  "largest_force_ev_per_a": 0.7,
  "species": ["N", "C", "C", "O", "C", "N", "H", "H", "H", "H", "H", "H"],
  "coordinates": [[1.62346, 1.30970, 1.53025], [1.48022, 0.04893, 0.88742], [-1.48237, -0.71360, -0.70196], [-2.22722, -1.10999, -1.80728], [0.69324, -0.19755, -0.13508], [-0.08637, -0.42737, -1.06232], [2.60186, 1.56398, 1.61277], [1.14915, 2.04569, 1.01815], [2.00548, -0.78438, 1.34524], [-1.90333, 0.18576, -0.22684], [-1.52414, -1.53924, 0.01300], [-2.17242, -0.40091, -2.45969]]
}


Entry 2:
{
  "formula": "C3H6N2O",
  "method": "ωB97M-V/def2-TZVPD",
  "total_energy_ha": -302.537961,
  "total_charge": 0,
  "relative_energy_kj_mol": 407.3,
  "homo_energy_ev": -7.8,
  "smiles": "N/C=C/C=N/O",
  "largest_force_ev_per_a": 4.5,
  "species": ["C", "C", "C", "H", "H", "H", "H", "H", "H", "N", "N", "O"],
  "coordinates": [[-0.00808, -1.29639, 1.14429], [-0.30706, -0.69417, -0.07704], [0.23297, 0.62291, -0.29357], [-0.19574, -2.78041, 2.62630], [-1.72068, -2.78128, 1.54020], [0.80341, -0.86203, 1.84295], [-1.14199, -0.99325, -0.72228], [0.74778, 1.08342, 0.53092], [0.78525, 2.79764, -0.47133], [-0.64529, -2.42907, 1.74659], [0.12235, 1.23697, -1.44807], [0.60945, 2.51082, -1.50982]]
}


Entry 3:
{
  "formula": "C3H6N2O",
  "method": "ωB97M-V/def2-TZVPD",
  "total_energy_ha": -302.629289,
  "total_charge": 0,
  "relative_energy_kj_mol": 167.5,
  "homo_energy_ev": -9.8,
  "smiles": "[H]/N=C(/C=O)NC",
  "largest_force_ev_per_a": 0.6,
  "species": ["C", "N", "C", "N", "C", "O", "H", "H", "H", "H", "H", "H"],
  "coordinates": [[1.55985, -0.02737, 0.00953], [0.37184, -0.26280, 0.85333], [-0.80418, -0.35656, 0.06040], [-1.35317, -1.43591, -0.31919], [-1.44574, 0.92989, -0.40747], [-1.04230, 2.01330, -0.05263], [1.57763, -0.79193, -0.77464], [2.47260, -0.13622, 0.60483], [1.55377, 0.96789, -0.46184], [0.25929, 0.52408, 1.49104], [-0.83819, -2.22529, 0.08320], [-2.31139, 0.80092, -1.08655]]
}


Entry 4:
{
  "formula": "C3H6N2O",
  "method": "ωB97M-V/def2-TZVPD",
  "total_energy_ha": -302.593812,
  "total_charge": 0,
  "relative_energy_kj_mol": 260.7,
  "homo_energy_ev": -9.6,
  "smiles": "C/N=C(\\N)C=O",
  "largest_force_ev_per_a": 1.4,
  "species": ["C", "N", "C", "N", "C", "O", "H", "H", "H", "H", "H", "H"],
  "coordinates": [[-1.68108, 0.72313, -0.11222], [-0.73784, 0.11361, 0.93460], [0.36706, -0.23569, 0.40745], [0.49735, 0.00009, -0.96509], [1.59691, -0.88963, 1.04749], [2.54470, -1.14657, 0.33848], [-1.43797, 0.86022, -1.19000], [-2.54871, 0.06923, -0.10448], [-1.88171, 1.72379, 0.25819], [0.50898, -0.82295, -1.53282], [1.13562, 0.73125, -1.20724], [1.63670, -1.12649, 2.12563]]
}


Entry 5:
{
  "formula": "C3H6N2O",
  "method": "ωB97M-V/def2-TZVPD",
  "total_energy_ha": -302.542889,
  "total_charge": 0,
  "relative_energy_kj_mol": 394.4,
  "homo_energy_ev": -8.3,
  "smiles": "[H]/N=C1\\CCON1",
  "largest_force_ev_per_a": 9.6,
  "species": ["C", "C", "C", "H", "H", "H", "H", "H", "H", "N", "N", "O"],
  "coordinates": [[-0.89893, -0.27695, -0.25350], [0.03705, 0.92210, -0.40971], [1.29867, 0.27866, 0.26262], [-2.61624, 0.42838, 0.31954], [-0.36783, 1.69857, 0.23483], [0.35352, 1.27649, -1.36747], [2.24687, 0.59301, -0.01338], [1.23540, 0.18260, 1.41709], [-0.33885, -2.32630, 0.08970], [-2.06236, -0.38749, 0.18530], [-0.10078, -1.28050, -0.36220], [1.21348, -1.10857, -0.10281]]
}


Entry 6:
{
  "formula": "C3H6N2O",
  "method": "ωB97M-V/def2-TZVPD",
  "total_energy_ha": -302.564232,
  "total_charge": 0,
  "relative_energy_kj_mol": 338.3,
  "homo_energy_ev": -9.8,
  "smiles": "C/N=C\\NC=O",
  "largest_force_ev_per_a": 2.8,
  "species": ["C", "N", "C", "N", "C", "O", "H", "H", "H", "H", "H", "H"],
  "coordinates": [[0.81824, 0.04617, 1.23469], [0.39234, 1.58592, 0.48598], [-0.48900, 1.27200, -0.35870], [-0.82472, -0.09957, -0.40421], [-0.25604, -0.97305, -1.26482], [-0.44185, -2.16989, -1.22271], [0.50574, -1.04659, 1.16594], [1.84958, 0.06443, 0.93002], [0.59251, 0.35729, 2.23599], [-1.06094, 1.87210, -1.07522], [-1.49236, -0.44207, 0.26707], [0.40650, -0.46674, -1.99403]]
}